The following is a quantum chemistry calculation of C16H9CrI2N2O5 as an isolated structure, from the Open Molecules 2025 dataset.

Calculated values
<S²> = 6.048
highest occupied orbital energy (alpha / beta) = -10.3 / -10.4 eV
total charge = +1
spin multiplicity = 5

Last column: Mulliken charge in e.
Atoms and positions in Å:
Cr (-0.612, 0.615, 0.002)  -0.02
O (1.987, 3.268, -1.609)  -0.41
C (1.090, 2.602, -0.933)  0.66
O (0.432, 1.666, -1.412)  -0.35
C (0.876, 2.971, 0.471)  -0.02
C (1.564, 3.871, 1.251)  -0.34
C (1.236, 3.953, 2.607)  -0.70
C (0.274, 3.105, 3.148)  -0.53
C (-0.383, 2.220, 2.313)  0.57
N (-0.108, 2.202, 0.989)  0.03
C (-1.342, 1.148, 2.613)  0.82
O (-1.860, 0.938, 3.796)  -0.44
O (-1.667, 0.389, 1.684)  -0.31
H (2.063, 2.899, -2.505)  0.41
H (2.346, 4.481, 0.819)  0.52
H (1.755, 4.654, 3.247)  0.44
H (0.065, 3.139, 4.210)  0.25
H (-1.560, 1.578, 4.456)  0.31
I (3.457, -2.386, 0.838)  0.08
C (1.747, -2.713, -0.294)  -0.52
C (1.577, -3.919, -1.008)  -0.39
C (0.461, -4.155, -1.759)  -0.35
I (0.296, -5.971, -2.777)  0.12
C (-0.559, -3.176, -1.840)  0.48
C (-1.760, -3.286, -2.576)  -0.42
C (-2.670, -2.263, -2.574)  -0.93
C (-2.401, -1.106, -1.839)  -0.28
N (-1.291, -0.962, -1.139)  -0.03
C (-0.370, -1.979, -1.122)  0.47
C (0.789, -1.730, -0.328)  1.15
O (0.865, -0.572, 0.319)  -0.73
H (2.353, -4.670, -0.952)  0.34
H (-1.953, -4.188, -3.141)  0.23
H (-3.593, -2.337, -3.131)  0.41
H (-3.106, -0.284, -1.823)  0.47

The following is a quantum chemistry calculation of C5H6Br3Cl3O3 as an isolated structure at a distorted geometry, from the Open Molecules 2025 dataset.

Calculated values
highest occupied orbital energy = -9.4 eV
total charge = 0

Last column: Mulliken charge in e.
Atoms and positions in Å:
C (-2.342, 0.596, 0.739)  -0.34
Br (-2.476, -1.235, -0.034)  -0.04
Br (-1.272, 0.575, 2.411)  -0.03
Br (-4.086, 1.503, 1.252)  -0.07
H (-1.839, 1.243, 0.020)  0.40
C (1.563, 1.983, -0.337)  0.03
Cl (-0.084, 2.074, 0.195)  -0.15
Cl (2.279, 3.539, -0.786)  -0.13
Cl (1.811, 0.801, -1.622)  -0.06
H (2.118, 1.539, 0.490)  0.27
C (0.016, -0.517, 0.219)  -0.18
C (1.187, -1.435, 0.486)  -0.26
O (1.294, -2.128, -0.760)  -0.33
C (0.200, -1.982, -1.541)  0.76
O (-0.040, -2.622, -2.606)  -0.62
O (-0.495, -0.942, -1.049)  -0.33
H (0.270, 0.534, 0.081)  0.87
H (-0.881, -0.788, 0.776)  -0.36
H (0.793, -2.002, 1.329)  0.28
H (1.983, -0.734, 0.737)  0.29

The following is a quantum chemistry calculation of a 2-piece molecular cluster, C3H10Si2 overall at a distorted geometry, from the Open Molecules 2025 dataset.

Calculated values
highest occupied orbital energy = -8.3 eV
total charge = 0

Last column: Mulliken charge in e.
Atoms and positions in Å:
C (0.252, -0.204, 2.180)  -0.63
C (0.004, -0.797, 1.018)  -0.21
C (1.182, -2.372, -1.368)  -0.95
Si (-0.634, 2.814, -0.226)  0.26
Si (1.453, -0.778, -0.341)  0.07
H (-0.470, -0.215, 2.953)  0.30
H (1.353, 0.274, 2.246)  0.19
H (-0.927, -1.319, 0.835)  0.34
H (0.763, -1.886, -2.235)  0.27
H (2.158, -2.911, -1.742)  0.27
H (0.528, -3.213, -1.108)  0.35
H (0.061, 2.964, -1.518)  -0.08
H (-2.031, 2.282, -0.742)  -0.06
H (-0.645, 4.255, 0.496)  -0.07
H (0.009, 1.809, 0.764)  -0.05

The following is a quantum chemistry calculation of a 7-piece molecular cluster, C29H55Cl3F3N5O8PS overall at a distorted geometry, from the Open Molecules 2025 dataset.

Calculated values
highest occupied orbital energy = -11.2 eV
total charge = +1

Last column: Mulliken charge in e.
Atoms and positions in Å:
C (1.567, -0.335, 1.608)  -1.93
C (0.190, -0.437, 0.981)  0.95
Cl (-1.000, 0.284, 2.084)  -0.13
C (0.096, 0.066, -0.515)  -0.58
Cl (-1.231, 1.163, -0.856)  -0.17
N (1.364, 0.565, -1.088)  0.52
C (1.873, 1.838, -1.299)  -0.40
C (1.296, 3.152, -0.902)  -1.37
C (1.557, 3.557, 0.555)  0.43
N (0.462, 3.159, 1.400)  -0.10
N (2.802, 2.990, 1.065)  -0.30
N (1.605, 5.042, 0.484)  -0.50
C (3.066, 1.684, -1.962)  0.05
S (4.078, 3.015, -2.506)  1.20
O (5.231, 2.563, -3.209)  -0.68
O (4.288, 3.899, -1.405)  -0.56
C (3.058, 3.969, -3.781)  0.85
F (3.732, 4.016, -4.901)  -0.23
F (2.885, 5.192, -3.310)  -0.20
F (1.874, 3.403, -3.974)  -0.19
N (3.313, 0.309, -2.111)  0.31
P (4.830, -0.266, -2.926)  0.17
C (6.119, 0.144, -1.702)  -0.94
C (4.810, -2.092, -2.931)  -1.17
C (2.273, -0.301, -1.576)  -0.11
Cl (2.047, -1.963, -1.527)  0.01
H (1.523, -0.893, 2.534)  0.61
H (1.784, 0.691, 1.873)  0.27
H (2.342, -0.805, 1.016)  0.41
H (-0.090, -1.482, 0.955)  -0.03
H (-0.130, -0.815, -1.097)  0.39
H (0.257, 3.256, -1.172)  0.33
H (1.809, 3.905, -1.473)  0.33
H (-0.362, 3.638, 1.036)  0.03
H (0.594, 3.567, 2.320)  0.37
H (2.650, 2.724, 2.027)  0.29
H (3.559, 3.653, 1.019)  0.31
H (1.370, 5.448, 1.376)  0.29
H (2.498, 5.379, 0.147)  0.24
H (5.706, 0.635, -0.825)  0.28
H (6.873, 0.757, -2.172)  0.36
H (6.593, -0.767, -1.343)  0.42
H (3.982, -2.440, -3.537)  0.38
H (4.692, -2.497, -1.931)  0.34
H (5.736, -2.438, -3.372)  0.43
C (-0.215, -4.999, -2.576)  -1.11
C (-1.004, -3.887, -1.927)  0.93
O (-0.810, -3.567, -0.773)  -0.45
C (-2.038, -3.183, -2.761)  -0.98
H (0.492, -5.415, -1.860)  0.11
H (-0.889, -5.789, -2.908)  0.43
H (0.332, -4.614, -3.439)  0.30
H (-2.800, -3.891, -3.092)  0.46
H (-1.567, -2.731, -3.636)  0.30
H (-2.494, -2.395, -2.162)  0.05
C (-3.297, 6.941, 0.891)  -1.25
C (-2.268, 5.927, 0.477)  0.89
O (-1.898, 5.054, 1.237)  -0.63
C (-1.718, 6.043, -0.922)  -0.43
H (-3.614, 6.751, 1.911)  0.25
H (-2.873, 7.946, 0.826)  0.38
H (-4.168, 6.877, 0.237)  0.34
H (-1.235, 7.011, -1.053)  0.34
H (-2.528, 5.947, -1.648)  0.40
H (-0.984, 5.260, -1.095)  -0.37
C (-4.323, 0.045, 0.132)  -0.84
C (-4.293, 0.101, -1.375)  0.84
O (-3.419, -0.448, -2.008)  -0.51
C (-5.395, 0.871, -2.055)  -1.33
H (-3.476, -0.536, 0.493)  0.08
H (-4.263, 1.054, 0.544)  0.28
H (-5.248, -0.423, 0.470)  0.46
H (-5.379, 1.912, -1.730)  0.33
H (-6.364, 0.436, -1.806)  0.37
H (-5.255, 0.833, -3.133)  0.32
C (2.081, -4.595, 3.830)  -1.33
C (1.671, -4.182, 2.441)  0.85
O (2.206, -3.272, 1.843)  -0.51
C (0.538, -4.899, 1.769)  -0.14
H (2.905, -3.971, 4.172)  0.35
H (1.240, -4.482, 4.515)  0.33
H (2.400, -5.638, 3.829)  0.34
H (-0.378, -4.776, 2.350)  0.42
H (0.750, -5.964, 1.652)  -0.07
H (0.401, -4.445, 0.791)  -0.17
C (-5.452, 4.746, 4.655)  -1.11
C (-6.121, 5.006, 3.328)  0.86
O (-5.823, 5.957, 2.645)  -0.54
C (-7.182, 4.023, 2.894)  -1.10
H (-4.714, 5.521, 4.848)  0.29
H (-6.193, 4.751, 5.456)  0.36
H (-4.953, 3.775, 4.638)  0.31
H (-7.991, 4.000, 3.625)  0.35
H (-6.752, 3.024, 2.809)  0.29
H (-7.582, 4.323, 1.929)  0.29
C (1.499, -10.389, 1.202)  -1.17
C (1.280, -8.938, 0.853)  0.89
O (0.210, -8.401, 1.020)  -0.55
C (2.463, -8.190, 0.282)  -0.91
H (0.579, -10.809, 1.599)  0.31
H (1.792, -10.948, 0.313)  0.33
H (2.286, -10.478, 1.953)  0.33
H (2.794, -8.664, -0.643)  0.39
H (3.288, -8.192, 0.996)  0.31
H (2.177, -7.161, 0.071)  0.07

The following is a quantum chemistry calculation of a 2-piece molecular cluster, CHIOS2 overall at a distorted geometry, from the Open Molecules 2025 dataset.

Calculated values
highest occupied orbital energy = -9.2 eV
total charge = 0
SMILES = O=C1SS1.I

Last column: Mulliken charge in e.
Atoms and positions in Å:
O (2.239, -1.548, 2.810)  -0.32
C (2.216, -2.293, 1.929)  0.49
S (1.504, -3.807, 1.506)  -0.05
S (2.826, -2.927, 0.122)  -0.13
I (-1.044, -0.891, 0.212)  -0.05
H (-0.144, -2.120, -0.283)  0.07

The following is a quantum chemistry calculation of a 8-piece molecular cluster, C45H44N8O15PS overall, from the Open Molecules 2025 dataset.

Calculated values
highest occupied orbital energy = -3.6 eV
total charge = -1

Last column: Mulliken charge in e.
Atoms and positions in Å:
C (5.289, -6.386, 2.870)  -1.28
C (3.974, -6.457, 2.097)  -0.11
S (3.392, -8.141, 1.681)  -0.23
C (4.952, -9.085, 1.511)  -0.43
N (4.615, -10.333, 0.907)  -0.46
P (5.829, -11.266, 0.466)  0.32
O (6.381, -12.388, 1.295)  -0.73
H (5.368, -7.198, 3.591)  0.42
H (6.136, -6.480, 2.195)  0.30
H (5.372, -5.452, 3.427)  0.34
H (4.100, -5.945, 1.147)  0.05
H (3.177, -5.954, 2.644)  0.33
H (5.633, -8.473, 0.894)  0.26
H (5.399, -9.196, 2.507)  0.26
H (6.919, -10.393, 0.133)  -0.01
H (5.447, -11.811, -0.787)  -0.01
C (0.976, -0.798, -0.105)  0.22
C (1.511, -1.264, -1.301)  -0.48
C (2.603, -2.116, -1.296)  -0.55
C (3.139, -2.494, -0.078)  -0.09
C (2.625, -2.051, 1.126)  -0.33
C (1.537, -1.192, 1.103)  -0.68
N (4.300, -3.399, -0.064)  1.26
O (4.757, -3.747, -1.140)  -0.69
O (4.743, -3.737, 1.011)  -0.63
H (0.127, -0.137, -0.118)  0.16
H (1.071, -0.962, -2.242)  0.41
H (3.032, -2.484, -2.216)  0.53
H (3.072, -2.368, 2.057)  0.51
H (1.123, -0.826, 2.033)  0.42
C (-1.174, 4.430, -3.096)  -0.44
C (-2.359, 3.940, -3.631)  -0.14
C (-2.705, 2.611, -3.449)  -0.90
C (-1.847, 1.801, -2.728)  0.08
C (-0.659, 2.265, -2.189)  0.06
C (-0.325, 3.596, -2.380)  -0.75
N (-2.217, 0.392, -2.505)  1.03
O (-3.260, -0.007, -2.988)  -0.64
O (-1.455, -0.286, -1.845)  -0.46
H (-0.911, 5.471, -3.236)  0.44
H (-3.014, 4.587, -4.193)  0.40
H (-3.624, 2.214, -3.854)  0.49
H (-0.014, 1.605, -1.628)  0.44
H (0.596, 3.979, -1.964)  0.42
C (8.323, -1.397, -0.872)  -0.74
C (7.150, -1.673, -1.564)  -0.29
C (6.727, -0.824, -2.575)  -0.51
C (7.495, 0.288, -2.872)  0.20
C (8.664, 0.584, -2.194)  -0.48
C (9.076, -0.272, -1.185)  -0.29
N (7.056, 1.190, -3.952)  1.01
O (6.014, 0.928, -4.521)  -0.61
O (7.761, 2.146, -4.213)  -0.62
H (8.649, -2.065, -0.086)  0.42
H (6.560, -2.546, -1.319)  0.59
H (5.817, -1.023, -3.122)  0.49
H (9.235, 1.462, -2.452)  0.45
H (9.987, -0.059, -0.643)  0.37
C (-5.422, 0.658, 2.588)  -0.66
C (-5.031, 1.922, 3.011)  -0.33
C (-3.753, 2.380, 2.734)  -0.70
C (-2.892, 1.554, 2.035)  0.20
C (-3.258, 0.292, 1.602)  -0.18
C (-4.540, -0.154, 1.887)  -0.61
N (-1.535, 2.039, 1.734)  1.03
O (-1.215, 3.140, 2.131)  -0.63
O (-0.810, 1.297, 1.095)  -0.58
H (-6.420, 0.303, 2.808)  0.39
H (-5.718, 2.553, 3.554)  0.48
H (-3.430, 3.360, 3.054)  0.54
H (-2.559, -0.327, 1.058)  0.52
H (-4.846, -1.139, 1.560)  0.46
C (-2.658, -3.760, -3.922)  -0.49
C (-3.737, -3.311, -3.172)  -0.20
C (-4.522, -4.220, -2.480)  -0.51
C (-4.207, -5.564, -2.556)  0.16
C (-3.140, -6.033, -3.298)  -0.47
C (-2.361, -5.116, -3.986)  -0.42
N (-5.041, -6.529, -1.814)  1.02
O (-5.986, -6.090, -1.184)  -0.62
O (-4.739, -7.703, -1.877)  -0.60
H (-2.041, -3.047, -4.455)  0.39
H (-3.960, -2.256, -3.115)  0.44
H (-5.365, -3.893, -1.891)  0.46
H (-2.922, -7.090, -3.333)  0.46
H (-1.518, -5.462, -4.568)  0.39
C (-1.558, 4.326, 8.564)  -0.43
C (-1.906, 5.418, 7.778)  -0.43
C (-2.964, 5.325, 6.888)  -0.42
C (-3.655, 4.130, 6.809)  0.22
C (-3.325, 3.028, 7.577)  -0.36
C (-2.264, 3.135, 8.462)  -0.44
N (-4.785, 4.027, 5.871)  1.05
O (-5.039, 4.994, 5.178)  -0.60
O (-5.394, 2.976, 5.828)  -0.61
H (-0.733, 4.405, 9.259)  0.38
H (-1.353, 6.344, 7.857)  0.37
H (-3.248, 6.160, 6.266)  0.45
H (-3.885, 2.110, 7.483)  0.45
H (-1.988, 2.285, 9.071)  0.38
C (-3.606, 10.482, -2.613)  -0.42
C (-3.553, 10.253, -3.982)  -0.42
C (-3.861, 9.002, -4.491)  -0.42
C (-4.220, 8.002, -3.606)  0.15
C (-4.275, 8.202, -2.239)  -0.32
C (-3.963, 9.459, -1.744)  -0.45
N (-4.560, 6.670, -4.139)  0.98
O (-4.474, 6.500, -5.340)  -0.60
O (-4.891, 5.813, -3.345)  -0.56
H (-3.368, 11.462, -2.221)  0.38
H (-3.274, 11.051, -4.656)  0.37
H (-3.825, 8.803, -5.551)  0.45
H (-4.555, 7.394, -1.580)  0.47
H (-4.000, 9.637, -0.678)  0.37